Below is a structure of composition C25H27GeMnN4O6S, with properties calculated with wB97M-V/def2-TZVPD.

Element x y z (Å)
Mn: 1.29 -0.12 0.43
O: 2.47 -1.63 3.46
S: 1.23 -1.40 2.76
O: 0.02 -1.75 3.43
O: 1.17 0.14 2.37
O: 1.27 -1.94 1.33
C: 0.29 3.45 0.70
Ge: -0.49 1.70 0.27
C: -1.57 1.86 -1.37
C: -1.99 0.79 -2.15
C: -2.73 0.98 -3.31
C: -3.06 2.27 -3.71
C: -2.65 3.35 -2.95
C: -1.91 3.15 -1.80
C: -1.53 1.10 1.83
C: -1.51 1.91 2.98
C: -2.10 1.52 4.17
C: -2.67 0.25 4.27
C: -2.68 -0.62 3.18
C: -3.17 -1.93 3.30
C: -3.12 -2.81 2.24
C: -2.58 -2.40 1.03
C: -2.08 -1.11 0.89
C: -2.12 -0.19 1.95
H: -0.48 4.20 0.92
H: 0.86 3.81 -0.15
H: 0.96 3.39 1.55
H: -1.76 -0.23 -1.87
H: -3.05 0.13 -3.89
H: -3.63 2.43 -4.62
H: -2.91 4.36 -3.25
H: -1.61 4.01 -1.22
H: -1.02 2.88 2.94
H: -2.10 2.18 5.02
H: -3.09 -0.07 5.22
H: -3.59 -2.25 4.25
H: -3.49 -3.82 2.36
H: -2.53 -3.08 0.19
H: -1.64 -0.83 -0.05
N: -0.94 -4.14 -4.16
C: -0.99 -3.40 -3.04
O: -1.74 -3.61 -2.11
C: -0.08 -2.20 -2.99
C: 0.32 -1.44 -4.08
C: 1.06 -0.29 -3.87
C: 1.37 0.08 -2.58
N: 0.99 -0.65 -1.53
C: 0.30 -1.77 -1.72
H: -1.53 -4.96 -4.21
H: -0.19 -4.06 -4.82
H: 0.02 -1.72 -5.08
H: 1.37 0.33 -4.70
H: 1.94 0.98 -2.36
H: 0.02 -2.34 -0.84
C: 6.61 0.44 1.42
N: 5.44 0.32 0.58
C: 4.18 0.51 0.99
N: 3.95 0.90 2.25
O: 3.24 0.37 0.16
H: 7.49 0.22 0.83
H: 6.57 -0.28 2.24
H: 6.71 1.45 1.82
H: 5.54 0.05 -0.39
H: 4.67 0.75 2.94
H: 2.99 0.77 2.57

The lowest unoccupied orbital energy (alpha / beta) comes out at -0.1365 / -0.2215 hartree. The relative energy (zero: lowest compared OMol25 entry of this formula, charge and spin) is 72.24 kcal/mol. The charge is +1. Its spin multiplicity is 6. Its expectation value of S² is 9.0311.

Below is a structure of composition C25H27I2N4SW, with properties calculated with wB97M-V/def2-TZVPD.

Element x y z (Å)
W: 1.58 -0.65 -0.24
C: 1.88 -0.26 4.17
C: 1.72 -0.76 2.88
N: 1.81 0.00 1.79
C: 2.05 1.33 1.96
C: 2.21 1.93 3.22
C: 2.11 1.08 4.34
C: 2.46 3.34 3.29
C: 2.57 4.08 2.16
C: 2.44 3.48 0.87
C: 2.58 4.18 -0.35
C: 2.46 3.50 -1.54
C: 2.18 2.14 -1.53
N: 2.04 1.45 -0.40
C: 2.18 2.11 0.78
H: 1.81 -0.93 5.01
H: 1.52 -1.81 2.71
H: 2.23 1.50 5.34
H: 2.56 3.80 4.26
H: 2.76 5.14 2.22
H: 2.79 5.24 -0.33
H: 2.57 4.01 -2.49
H: 2.06 1.58 -2.45
I: 4.48 -0.79 -0.53
C: 4.24 -2.42 -1.88
I: 2.13 -2.78 -1.96
H: 4.73 -3.30 -1.49
H: 4.59 -2.14 -2.87
C: -4.12 -0.92 -0.73
C: -3.06 -1.17 -1.79
N: -2.33 -2.43 -1.56
C: -1.38 -2.67 -0.69
S: -0.72 -1.39 0.41
N: -0.90 -3.88 -0.47
C: -1.46 -5.14 -1.01
C: -2.70 -5.59 -0.26
H: -4.66 -0.01 -0.97
H: -3.68 -0.80 0.26
H: -4.84 -1.74 -0.69
H: -2.34 -0.36 -1.85
H: -3.51 -1.27 -2.78
H: -2.72 -3.24 -2.03
H: -0.26 -3.97 0.31
H: -0.66 -5.88 -0.95
H: -1.65 -4.99 -2.08
H: -2.47 -5.77 0.79
H: -3.07 -6.52 -0.69
H: -3.50 -4.85 -0.32
C: -0.18 0.04 -0.54
C: -1.00 1.23 -0.68
C: -0.95 1.96 -1.88
C: -1.69 3.12 -2.01
C: -2.47 3.58 -0.96
C: -2.53 2.86 0.23
C: -1.81 1.69 0.37
H: -0.36 1.59 -2.70
H: -1.66 3.68 -2.94
H: -3.04 4.49 -1.06
H: -3.14 3.21 1.05
H: -1.87 1.13 1.30

The lowest unoccupied orbital energy (alpha / beta) comes out at -0.3497 / -0.3496 hartree. The relative energy (zero: lowest compared OMol25 entry of this formula, charge and spin) is 28.32 kcal/mol. The charge is +3. Its spin multiplicity is 1.

Below is a cluster of 2 separate species, C25H27N2O2 in total, with properties calculated with wB97M-V/def2-TZVPD.

Element x y z (Å)
C: 5.38 3.98 -2.44
O: 5.23 2.52 -2.33
C: 3.97 2.05 -2.25
C: 3.77 0.72 -1.76
C: 2.50 0.26 -1.51
C: 1.36 1.06 -1.77
C: 0.02 0.59 -1.63
C: -1.13 1.44 -1.59
C: -2.38 0.83 -1.88
C: -3.48 1.59 -2.18
C: -3.39 3.02 -2.07
O: -4.58 3.64 -2.29
C: -5.59 2.58 -2.55
C: -4.88 1.22 -2.58
C: -2.22 3.66 -1.65
C: -1.13 2.87 -1.34
C: 1.59 2.34 -2.36
C: 2.84 2.84 -2.61
H: 6.44 4.14 -2.28
H: 5.09 4.32 -3.45
H: 4.77 4.50 -1.69
H: 4.65 0.06 -1.64
H: 2.33 -0.74 -1.08
H: -0.19 -0.45 -2.03
H: -2.43 -0.28 -1.90
H: -6.33 2.61 -1.73
H: -6.09 2.83 -3.49
H: -4.94 0.79 -3.59
H: -5.30 0.50 -1.87
H: -2.19 4.76 -1.66
H: -0.23 3.35 -0.93
H: 0.72 2.92 -2.68
H: 2.96 3.82 -3.10
C: -0.45 -4.18 5.48
C: 0.85 -4.88 4.98
C: 1.09 -4.38 3.55
N: 0.07 -3.38 3.31
C: 0.08 -2.56 2.21
C: 0.05 -3.05 0.86
C: 0.01 -2.15 -0.20
N: 0.07 -0.83 -0.04
C: 0.16 -0.32 1.19
C: 0.11 -1.14 2.33
C: -0.84 -3.16 4.42
H: -1.24 -4.94 5.58
H: -0.29 -3.70 6.45
H: 1.69 -4.60 5.63
H: 0.73 -5.97 5.00
H: 2.11 -3.95 3.45
H: 1.01 -5.21 2.82
H: 0.00 -4.11 0.65
H: -0.06 -2.50 -1.26
H: 0.28 0.77 1.27
H: 0.14 -0.65 3.32
H: -1.89 -3.32 4.10
H: -0.77 -2.12 4.81

The lowest unoccupied orbital energy comes out at -0.1372 hartree. The relative energy (zero: lowest compared OMol25 entry of this formula, charge and spin) is 41.61 kcal/mol. The charge is +1. Its spin multiplicity is 1.

Below is a structure of composition C25H27N2Tl, with properties calculated with wB97M-V/def2-TZVPD.

Element x y z (Å)
Tl: -0.10 0.21 -2.23
C: 3.43 2.95 -0.52
C: 2.49 4.01 -1.04
C: 2.24 3.78 -2.52
C: 1.17 4.09 -0.24
C: 0.80 5.37 0.18
C: -0.49 5.61 0.77
C: -1.39 4.53 0.73
C: -1.05 3.29 0.17
C: -2.07 2.16 0.20
C: -3.47 2.71 0.31
C: -1.74 1.20 1.39
C: 0.27 2.96 -0.36
N: 0.59 1.82 -0.94
H: 4.37 2.93 -1.09
H: 2.98 1.97 -0.56
H: 3.75 3.22 0.48
H: 2.91 5.00 -0.88
H: 1.81 2.82 -2.71
H: 3.22 3.79 -3.05
H: 1.63 4.58 -2.93
H: 1.55 6.13 0.14
H: -0.82 6.60 1.18
H: -2.37 4.71 1.16
H: -2.09 1.57 -0.71
H: -3.69 3.23 1.23
H: -4.19 1.88 0.26
H: -3.68 3.40 -0.50
H: -1.97 1.71 2.31
H: -0.69 1.05 1.27
H: -2.25 0.26 1.29
N: -0.41 -1.61 -0.30
C: -0.18 -2.82 -0.05
C: 0.26 -3.79 -1.13
C: 1.21 -4.81 -0.95
C: 1.49 -5.70 -1.97
C: 0.85 -5.59 -3.18
C: -0.06 -4.57 -3.42
C: -0.35 -3.68 -2.40
C: -0.45 -3.40 1.41
C: -0.50 -4.71 1.80
C: -0.66 -5.07 3.16
C: -0.82 -4.09 4.10
C: -0.77 -2.76 3.75
C: -0.56 -2.43 2.44
H: 1.75 -4.86 0.03
H: 2.14 -6.52 -1.70
H: 0.98 -6.36 -3.90
H: -0.68 -4.50 -4.34
H: -1.07 -2.91 -2.53
H: -0.38 -5.50 1.14
H: -0.64 -6.13 3.47
H: -0.84 -4.37 5.14
H: -0.97 -1.98 4.52
H: -0.49 -1.39 2.15

The lowest unoccupied orbital energy comes out at 0.1732 hartree. The charge is -2. Its spin multiplicity is 1.

| no. | DFT total energy (hartree) | F_max (eV Å⁻¹) |
| --- | --- | --- |
| 1 | -5265.32840 | 0.655 |
| 2 | -2247.60847 | 0.581 |
| 3 | -1228.53821 | 2.324 |
| 4 | -1250.71064 | 2.648 |